Entry 1:
This record from the Open Molecules 2025 dataset describes a 2-piece molecular cluster, C18H18N2 overall. The level of theory is wB97M-V/def2-TZVPD.

```
38
Properties=species:S:1:pos:R:3:mulliken_charge:R:1
C 3.06 3.73 -0.57 -1.267
C 2.15 2.66 -0.06 0.715
C 1.15 2.08 -0.76 -0.839
N 0.38 1.28 0.07 0.097
C 0.91 1.33 1.32 0.368
C 0.37 0.86 2.53 -0.202
C 1.01 1.21 3.70 -0.425
C 2.06 2.15 3.69 -0.723
C 2.56 2.64 2.51 -0.519
C 2.04 2.16 1.29 0.389
H 3.27 4.47 0.21 0.341
H 2.60 4.16 -1.46 0.327
H 4.02 3.36 -0.93 0.274
H 0.90 2.13 -1.80 0.412
H -0.44 0.78 -0.22 0.050
H -0.25 -0.01 2.42 -0.162
H 0.71 0.79 4.65 0.409
H 2.43 2.59 4.61 0.360
H 3.39 3.34 2.51 0.320
C -1.94 -1.92 1.56 -1.480
C -2.25 -1.69 0.11 0.938
C -3.43 -1.36 -0.49 -0.742
N -3.33 -1.52 -1.86 -0.129
C -2.03 -1.84 -2.16 -0.213
C -1.39 -1.94 -3.39 -0.721
C -0.13 -2.51 -3.41 -0.515
C 0.50 -2.88 -2.21 -0.653
C -0.07 -2.65 -0.98 -0.490
C -1.35 -2.06 -0.96 0.827
H -1.05 -2.49 1.79 0.332
H -2.85 -2.35 1.96 0.387
H -1.88 -0.99 2.10 0.397
H -4.33 -1.07 0.02 0.441
H -3.93 -1.02 -2.49 0.235
H -1.85 -1.65 -4.33 0.378
H 0.40 -2.65 -4.34 0.396
H 1.48 -3.30 -2.30 0.368
H 0.51 -2.83 -0.08 0.319
```

* electronic energy: -21938.295 eV
* lowest unoccupied orbital energy: 0.720 eV
* SMILES: Cc1c[nH]c2ccccc12.Cc1c[nH]c2ccccc12

***

Entry 2:
This record from the Open Molecules 2025 dataset describes a 7-piece molecular cluster, H14O7 overall. The level of theory is wB97M-V/def2-TZVPD.

```
21
Properties=species:S:1:pos:R:3:mulliken_charge:R:1
O -0.50 1.78 -0.70 -0.600
H -0.25 1.25 -1.44 0.347
H -0.67 2.71 -0.95 0.290
O 2.52 1.01 0.76 -0.674
H 1.81 1.26 1.34 0.371
H 2.42 1.67 0.04 0.327
O -2.55 -1.01 -0.30 -0.704
H -2.74 -0.14 0.11 0.335
H -1.74 -0.80 -0.82 0.408
O -0.09 1.33 2.14 -0.672
H -0.43 0.47 2.15 0.286
H -0.08 1.46 1.16 0.329
O 1.36 -1.46 -0.68 -0.739
H 0.92 -1.56 0.18 0.404
H 1.80 -0.62 -0.54 0.367
O -0.23 -2.06 1.49 -0.723
H -1.11 -1.87 1.08 0.395
H -0.02 -1.49 2.20 0.299
O -0.38 -0.47 -2.16 -0.719
H 0.35 -1.05 -1.91 0.423
H -0.40 -0.41 -3.14 0.252
```

* electronic energy: -14560.442 eV
* lowest unoccupied orbital energy: 0.106 eV
* SMILES: O.O.O.O.O.O.O

***

Entry 3:
This record from the Open Molecules 2025 dataset describes an isolated ion of composition C3H5O2 and charge -1. The level of theory is wB97M-V/def2-TZVPD.

```
10
Properties=species:S:1:pos:R:3:mulliken_charge:R:1
C -0.71 1.42 -0.95 -1.087
C -0.78 -0.08 -0.63 -0.287
C 0.31 -0.45 0.40 0.453
O -0.01 -0.37 1.61 -0.741
O 1.41 -0.78 -0.09 -0.728
H -1.51 1.68 -1.65 0.279
H -0.82 2.01 -0.04 0.289
H 0.29 1.63 -1.34 0.284
H -0.55 -0.60 -1.56 0.243
H -1.78 -0.34 -0.28 0.296
```

* electronic energy: -7288.516 eV
* charge: -1
* lowest unoccupied orbital energy: 4.479 eV
* SMILES: CCC(=O)[O-]

***

Entry 4:
This record from the Open Molecules 2025 dataset describes the molecule C4H5NO. The level of theory is wB97M-V/def2-TZVPD.

```
11
Properties=species:S:1:pos:R:3:mulliken_charge:R:1
C -0.65 0.40 -2.02 -0.619
C -0.19 0.65 -0.83 -0.049
C 0.40 0.29 0.29 0.655
C -0.28 -0.05 1.57 -0.983
N 1.72 -0.23 -0.08 -0.115
O 1.80 -1.40 0.23 -0.299
H -0.69 -0.66 -2.23 0.227
H -0.98 1.11 -2.78 0.255
H -0.19 0.74 2.32 0.265
H -1.35 -0.21 1.38 0.311
H 0.15 -0.97 1.96 0.353
```

* electronic energy: -7761.930 eV
* lowest unoccupied orbital energy (alpha / beta): -0.128 / -0.128 eV
* SMILES: C=C=C(C)N=O

***

Entry 5:
This record from the Open Molecules 2025 dataset describes a 2-piece molecular cluster, C4H6Cl2 overall. The level of theory is wB97M-V/def2-TZVPD.

```
12
Properties=species:S:1:pos:R:3:mulliken_charge:R:1
C 0.89 -1.50 0.33 -0.736
C 0.55 -0.23 0.13 0.440
C 1.24 1.10 -0.13 -0.904
C -1.93 0.15 -0.21 -0.166
Cl -2.42 -1.52 -0.40 -0.149
Cl -2.64 0.98 1.09 -0.121
H 0.15 -2.32 0.28 0.163
H 1.86 -1.78 0.50 0.349
H 1.31 1.58 -1.07 0.292
H 2.33 0.89 0.14 0.291
H 0.66 1.84 0.47 0.240
H -1.99 0.80 -1.12 0.300
```

* electronic energy: -29285.701 eV
* lowest unoccupied orbital energy (alpha / beta): -0.024 / 0.185 eV

***

Entry 6:
This record from the Open Molecules 2025 dataset describes C14H21N4PdS4 as an isolated structure. The level of theory is wB97M-V/def2-TZVPD.

```
44
Properties=species:S:1:pos:R:3:mulliken_charge:R:1
Pd 0.74 0.06 0.65 0.456
C 2.51 -3.03 -1.69 -1.540
C 1.80 -2.19 -0.69 0.426
N 1.99 -0.92 -0.55 0.597
N 2.91 -0.29 -1.34 -1.218
C 3.01 0.98 -1.05 0.743
N 3.92 1.71 -1.71 -0.388
S 2.08 1.83 0.17 -0.484
C 0.87 -2.79 0.29 0.711
C 0.71 -4.16 0.41 -0.599
C -0.08 -4.66 1.44 -0.465
C -0.67 -3.77 2.33 -0.921
C -0.48 -2.42 2.13 -0.309
N 0.24 -1.93 1.13 0.035
H 3.06 -2.40 -2.38 0.386
H 1.80 -3.65 -2.24 0.393
H 3.22 -3.69 -1.19 0.350
H 4.56 1.24 -2.33 0.231
H 4.08 2.67 -1.47 0.198
H 1.20 -4.83 -0.27 0.400
H -0.22 -5.72 1.55 0.430
H -1.26 -4.12 3.16 0.427
H -0.91 -1.69 2.81 0.707
C -0.73 3.73 0.91 -0.133
C -1.12 2.81 2.07 -0.747
S -0.87 1.01 2.02 0.030
C -2.44 0.35 1.39 -0.821
C -2.88 0.71 -0.01 -0.724
S -1.64 0.32 -1.27 -0.003
C -1.76 1.78 -2.33 -0.763
C -1.05 3.04 -1.85 -0.143
S -1.88 3.91 -0.47 -0.148
H 0.25 3.47 0.51 -0.243
H -0.63 4.73 1.34 0.435
H -2.17 2.93 2.33 0.401
H -0.54 3.11 2.95 0.480
H -3.20 0.67 2.11 0.526
H -2.33 -0.73 1.50 0.403
H -3.12 1.77 -0.08 0.262
H -3.79 0.14 -0.23 0.479
H -2.81 1.98 -2.53 0.412
H -1.31 1.46 -3.28 0.420
H -1.02 3.76 -2.67 0.437
H -0.02 2.82 -1.55 -0.126
```

* electronic energy: -67635.745 eV
* charge: +1
* lowest unoccupied orbital energy: -3.606 eV

***

Entry 7:
This record from the Open Molecules 2025 dataset describes C8H10N2O3 as an isolated structure. The level of theory is wB97M-V/def2-TZVPD.

```
23
Properties=species:S:1:pos:R:3:mulliken_charge:R:1
C -0.76 -0.20 -3.22 -0.352
C -1.30 -1.04 -2.27 -0.831
C -0.33 1.12 -2.91 -0.481
C -1.51 -0.51 -0.99 0.409
C -0.44 1.57 -1.64 -0.452
C -1.07 0.78 -0.67 0.309
C 1.54 -0.77 2.82 -0.899
C -0.97 0.96 1.78 0.597
N -1.39 1.29 2.90 -0.571
N 0.48 -0.33 1.73 0.487
O -0.13 -1.33 1.32 -0.684
O 1.15 0.29 0.65 -0.475
O -1.29 1.28 0.56 -0.388
H -0.61 -0.35 -4.28 0.349
H -1.44 -2.01 -2.68 0.419
H 0.18 1.88 -3.47 0.351
H -1.97 -1.25 -0.21 0.216
H -0.09 2.52 -1.32 0.406
H 1.00 -0.91 3.75 0.299
H 2.08 -1.46 2.30 0.342
H 2.04 0.14 2.99 0.346
H -2.27 1.66 3.26 0.260
H 1.15 -0.34 -0.09 0.344
```

* electronic energy: -17573.566 eV
* lowest unoccupied orbital energy: 0.686 eV

***

Entry 8:
This record from the Open Molecules 2025 dataset describes C12H26CoNO5P2S as an isolated structure. The level of theory is wB97M-V/def2-TZVPD.

```
48
Properties=species:S:1:pos:R:3:lowdin_spin:R:1
Co -0.01 1.13 -0.05 2.574
P -2.13 0.48 -0.47 0.068
C -2.26 1.06 -2.19 0.009
C -0.88 1.37 -2.78 0.011
N 0.19 1.33 -1.95 0.055
C 1.46 1.53 -2.38 0.015
C 1.65 2.12 -3.62 0.001
C 0.56 2.34 -4.46 0.009
C -0.72 1.91 -4.05 0.001
C 2.59 1.15 -1.46 0.005
P 2.01 -0.32 -0.49 0.060
H -1.63 2.05 -4.64 0.000
H 2.65 2.35 -3.97 0.000
H 0.64 2.84 -5.42 0.000
H 3.48 0.88 -2.02 0.001
H 2.91 2.00 -0.85 0.001
H -3.01 0.56 -2.83 0.001
H -2.89 1.96 -1.99 0.000
H -0.73 -2.32 -3.97 0.000
O -1.20 -2.95 -4.59 0.000
H -2.12 -2.98 -4.30 0.000
H 0.57 -3.33 -0.64 0.000
O -0.10 -3.80 -0.16 0.001
H -0.25 -4.54 -0.80 0.000
C 2.77 -1.57 -1.61 0.021
H 3.64 -1.02 -2.01 0.003
H 3.08 -2.43 -1.00 0.000
H 2.10 -1.91 -2.40 0.000
C 3.11 -0.50 0.95 0.008
H 2.54 -1.14 1.64 0.001
H 4.04 -1.00 0.66 0.001
H 3.35 0.43 1.48 0.000
C -3.28 1.70 0.25 0.014
H -4.14 1.69 -0.43 0.003
H -3.62 1.45 1.26 0.000
H -2.83 2.70 0.28 0.001
C -2.81 -1.16 -0.15 0.015
H -3.12 -1.23 0.91 0.000
H -3.73 -1.21 -0.77 0.004
H -2.08 -1.96 -0.39 0.001
C -1.15 1.25 3.75 0.000
S 0.19 1.16 2.58 0.008
O 1.44 1.11 3.31 0.007
O -0.10 -0.06 1.74 0.051
O 0.06 2.36 1.69 0.046
H -0.78 0.93 4.74 0.000
H -1.94 0.57 3.43 0.000
H -1.53 2.27 3.81 0.001
```

* electronic energy: -91627.933 eV
* expectation value of S²: 3.763
* charge: +1
* lowest unoccupied orbital energy (alpha / beta): -3.368 / -3.835 eV
* 2S+1: 4